Below is C4H4I2 in the gas phase at a distorted geometry, with properties calculated with ωB97M-V with the def2-TZVPD basis set.

Output
- HOMO energy (spin up / spin down) (eV) = -8.42 / -8.47
- E (hartree) = -750.02691
- largest force on an atom (eV/Å) = 5.121
- gap between HOMO and LUMO (spin up / spin down) (hartree) = 0.23775 / 0.24675

Each line ends with the Mulliken charge.
Geometry (Å):
C: 0.09630 -0.30579 0.12727  0.599
C: -1.03540 -0.91757 -0.02229  -0.689
C: 1.13324 0.66820 -0.02016  -0.252
C: 1.50939 -0.72567 -0.02391  -0.611
I: -3.04084 -0.63525 -0.01585  0.407
I: -5.00678 1.49292 0.41496  -0.357
H: 1.02799 1.32351 -1.02248  0.195
H: 1.40445 1.31050 0.84348  0.220
H: 2.04697 -1.24431 0.72593  0.265
H: 1.86467 -0.96655 -1.00695  0.224

---

Below is C33H24BrN7O6Pb as an isolated structure, with properties calculated with ωB97M-V with the def2-TZVPD basis set.

Output
- HOMO energy (eV) = -2.85
- net charge = -2
- E (hartree) = -4873.57109
- largest force on an atom (eV/Å) = 0.867
- gap between HOMO and LUMO (hartree) = 0.25563

Each line ends with the Mulliken charge.
Geometry (Å):
Pb: -0.26088 -0.55301 0.01918  1.497
O: -3.60040 2.64373 1.15911  -0.707
C: -4.23330 2.15528 2.23393  0.232
C: -5.41248 2.75674 2.68019  -0.604
C: -6.09403 2.23724 3.76875  -0.331
C: -5.61986 1.10985 4.42400  -0.618
C: -4.43593 0.52223 3.99449  -0.557
C: -3.72706 1.03756 2.92377  0.708
C: -2.38195 0.46142 2.49134  -0.338
O: -2.16206 0.57342 1.14880  -0.818
N: -1.33736 1.23879 3.22568  0.034
N: -0.13970 0.66646 3.29115  -0.352
C: 0.90575 1.39021 3.15078  -0.476
C: 2.25372 0.85713 3.17193  0.414
Br: 2.39840 -0.94690 3.72667  -0.101
C: 3.28393 1.61094 2.75689  -0.577
C: 4.69903 1.31891 2.54433  0.729
C: 5.43949 0.37228 3.25863  -0.407
C: 6.76847 0.13368 2.94652  -0.615
C: 7.39334 0.83450 1.92586  -0.352
C: 6.68178 1.80369 1.23185  -0.607
C: 5.35671 2.04792 1.54401  -0.455
H: -2.95022 1.88250 0.89929  0.318
H: -5.78109 3.62626 2.14936  0.392
H: -7.00936 2.71215 4.10451  0.341
H: -6.16506 0.69288 5.26254  0.362
H: -4.04374 -0.34968 4.50744  0.366
H: -2.26930 -0.56577 2.86681  0.406
H: -1.33060 2.20052 2.88151  0.378
H: 0.82292 2.46118 2.94096  0.264
H: 2.98118 2.59626 2.41107  0.241
H: 4.97216 -0.17328 4.06344  0.404
H: 7.32047 -0.61398 3.50344  0.360
H: 8.42623 0.63052 1.67158  0.354
H: 7.15652 2.36628 0.43729  0.372
H: 4.79684 2.79238 0.99009  0.328
O: 1.15748 3.15432 -4.29280  -0.698
C: 1.69026 3.79425 -3.24331  0.573
C: 2.28225 5.04172 -3.45204  -0.768
C: 2.83728 5.74580 -2.39912  -0.247
C: 2.82085 5.21812 -1.11350  -0.732
C: 2.23727 3.98062 -0.90208  -0.487
C: 1.66533 3.25374 -1.94217  -0.104
C: 1.01979 1.94120 -1.60717  0.830
O: 1.07295 1.53087 -0.41199  -0.765
N: 0.46019 1.32792 -2.63500  -0.588
N: -0.23054 0.16941 -2.33853  -0.123
C: -0.80689 -0.37488 -3.35116  -0.194
C: -1.66146 -1.52896 -3.38431  0.428
C: -2.10155 -1.93162 -4.65946  -0.758
C: -2.95392 -2.98981 -4.85483  -0.645
C: -3.40810 -3.69855 -3.73267  -0.330
C: -3.00324 -3.34042 -2.47447  -0.568
C: -2.11642 -2.24746 -2.23091  0.421
O: -1.79869 -1.97294 -1.02108  -0.743
H: 0.69400 2.34558 -3.89583  0.561
H: 2.28739 5.45159 -4.45476  0.376
H: 3.28140 6.71898 -2.57652  0.347
H: 3.25708 5.76603 -0.28737  0.407
H: 2.20473 3.53195 0.08208  0.472
H: -0.64187 0.10848 -4.31784  0.212
H: -1.73456 -1.37511 -5.51686  0.311
H: -3.26747 -3.26934 -5.85299  0.358
H: -4.08484 -4.53610 -3.86303  0.341
H: -3.34168 -3.88360 -1.60074  0.380
O: 1.09844 -2.76072 0.64134  -0.326
N: 1.44194 -3.54457 -0.27919  -0.185
C: 1.56692 -4.81896 0.04241  0.303
C: 1.97558 -5.72973 -0.97452  0.184
N: 2.32084 -6.51045 -1.75028  -0.562
C: 1.34277 -5.39506 1.32954  0.278
N: 1.14839 -5.87278 2.36040  -0.548

---

In the order shown, the computed energy above the lowest of the compared OMol25 structures with the same formula, charge and spin values come out to 72.6; 0.0 kcal/mol.